(1)
20
Properties=species:S:1:pos:R:3:forces:R:3 method="wB97M-V/def2-TZVPD" energy_ev=-28487.4081 multiplicity=3 s2=2.002 charge=+1 orbital_gap_ev="5.43 / 6.70" relative_energy_kcal_mol=0.0
C 2.10910 2.22314 13.62772 0.2 0.0 0.0
C 1.76885 2.63235 12.20252 -1.4 -0.1 0.5
O 2.90285 2.86526 11.41494 4.5 -0.2 -0.1
Ce 5.17150 2.68307 11.59397 -3.9 0.4 -0.3
H 1.19511 2.05102 14.21447 0.3 0.0 -0.2
H 2.69669 1.29134 13.63693 -0.2 0.1 0.0
H 2.69192 3.01096 14.13031 -0.2 -0.1 -0.1
H 1.13878 3.54163 12.23236 0.4 -0.3 -0.1
H 1.14723 1.84113 11.74186 0.3 0.3 0.0
C 2.41304 3.14498 7.50580 -1.1 -1.2 -1.2
C 3.09752 3.46193 6.16635 -0.1 0.2 -0.1
O 2.02427 3.65126 5.24360 1.0 0.2 -0.1
C 0.85760 3.32892 5.80536 -1.8 0.1 -1.4
O 1.01620 2.98120 7.07743 0.9 -0.2 1.5
O -0.19216 3.33727 5.21977 1.1 0.0 0.7
O 2.52777 4.15573 8.39710 0.8 0.1 2.8
H 2.69596 2.16868 7.92298 0.0 0.2 -0.1
H 3.73332 2.64225 5.81295 -0.1 0.2 0.1
H 3.67399 4.39052 6.23576 -0.1 -0.2 0.0
H 2.62937 3.80707 9.34751 -0.7 0.6 -2.0

(2)
15
Properties=species:S:1:pos:R:3:forces:R:3 method="wB97M-V/def2-TZVPD" energy_ev=-14472.5850 charge=0 orbital_gap_ev="9.51 / 8.75" relative_energy_kcal_mol=255.9
C -0.09456 -1.18152 -2.72710 0.4 -0.5 -0.5
C -0.36541 -0.57181 -1.39399 -0.4 0.2 -0.3
C -1.33516 0.23574 -0.95055 -0.9 0.3 -0.8
C -1.31797 0.70952 0.43150 0.1 0.8 1.5
O -2.04369 1.41830 1.09301 1.2 -1.4 -1.8
O -0.11914 0.12590 0.98740 -0.5 1.7 3.2
O 0.06857 0.61206 2.28619 -2.8 -1.0 -3.5
H 0.82313 -1.76981 -2.58539 -0.3 0.1 -0.4
H -0.85571 -1.87515 -3.10300 -0.1 0.2 0.3
H 0.10883 -0.47525 -3.54100 -0.2 0.1 0.3
H 0.38016 -0.85086 -0.67998 0.2 0.0 0.2
H -2.18908 0.61066 -1.52773 0.5 -0.3 0.0
O 2.35627 0.91951 4.36940 -0.2 0.3 -0.8
O 1.62812 0.45406 3.29842 3.6 0.1 2.6
H 2.95565 1.63865 4.04283 -0.6 -0.7 -0.1

(3)
19
Properties=species:S:1:pos:R:3:forces:R:3 method="wB97M-V/def2-TZVPD" energy_ev=-8358.6975 smiles="C[C@@H](N)C/C=C/N" charge=0 orbital_gap_ev=9.03 relative_energy_kcal_mol=33.2
C -0.12182 0.49928 -1.94001 -0.6 0.3 -0.4
C 0.84721 0.18948 -0.80287 -0.7 -0.3 -0.7
C 0.37620 0.78907 0.52700 0.9 1.1 0.4
C -0.92794 0.23711 0.99878 -0.3 1.0 0.5
C -1.01500 -0.77568 1.86612 1.0 -0.8 -0.9
N -1.99348 -1.78905 1.89551 -0.1 0.8 0.5
N 2.19104 0.54414 -1.20820 0.5 -0.1 -0.1
H -1.10214 0.03625 -1.80184 0.1 -0.2 0.2
H -0.37865 1.55690 -2.06510 0.5 0.1 0.1
H 0.28564 0.13136 -2.88300 0.0 0.0 0.1
H 0.79451 -0.90427 -0.78119 0.3 0.0 0.5
H 0.37073 1.87810 0.37366 -0.6 0.0 -0.2
H 1.20528 0.74781 1.24323 -0.1 -0.8 0.3
H -1.78912 0.80750 0.65728 -0.3 -0.9 -0.5
H -0.10484 -0.99337 2.42806 0.0 -0.2 0.0
H -2.24383 -2.04836 0.95535 -0.2 -0.1 0.1
H -1.66110 -2.58910 2.40795 -0.2 -0.1 0.0
H 2.37661 1.53730 -1.27438 -0.3 0.0 0.1
H 2.89069 0.14553 -0.59637 0.0 0.0 0.1

(4)
17
Properties=species:S:1:pos:R:3:forces:R:3 method="wB97M-V/def2-TZVPD" energy_ev=-42071.0501 smiles=[SiH3]C[Si](I)(I)C[SiH3] charge=0 orbital_gap_ev=9.56 relative_energy_kcal_mol=28.7
C 0.14717 0.78992 -1.66525 -2.2 0.4 2.6
C -0.03134 -0.95951 1.14666 -4.2 2.0 -2.8
Si 1.19876 2.20948 -0.86564 0.3 -1.9 1.1
Si -1.91451 -1.06433 1.86181 3.0 -0.4 1.3
Si 0.26265 -0.90023 -0.73437 1.4 1.1 -0.4
I -0.90375 -2.51041 -2.08947 -0.5 -0.3 0.0
I 2.69524 -1.49732 -1.09770 -0.5 -0.1 0.2
H 0.36178 0.78557 -2.72279 0.0 -0.4 -0.3
H -0.99573 1.02038 -1.50938 1.9 -0.1 -0.6
H 0.50353 -0.15028 1.54009 0.7 1.4 0.8
H 0.42694 -1.80136 1.40180 2.0 -3.8 1.3
H 0.78824 2.59927 0.59612 0.0 0.0 -1.5
H 2.54847 1.60499 -0.65041 -0.2 0.2 0.1
H 1.47033 3.13917 -1.92933 -0.3 1.0 -0.2
H -2.19722 -2.50129 2.27166 -0.5 0.5 -1.2
H -2.70642 -0.06089 1.14641 -0.6 -0.4 -0.1
H -1.65415 -0.70318 3.29979 -0.3 0.6 -0.4

(5)
17
Properties=species:S:1:pos:R:3:forces:R:3 method="wB97M-V/def2-TZVPD" energy_ev=-17098.4486 charge=+1 orbital_gap_ev=8.06 relative_energy_kcal_mol=13.0
C -1.84617 -0.56915 -1.39239 0.3 -0.3 -0.7
C -0.55190 -1.23437 -1.84461 0.7 0.5 0.2
S 0.83629 -0.04368 -2.11663 -0.1 -0.2 0.2
H -1.99963 0.35758 -1.93229 0.0 0.2 0.0
H -1.84540 -0.37764 -0.32577 -0.1 0.1 0.2
H -2.66698 -1.22351 -1.65695 -0.3 -0.1 0.3
H -0.16698 -1.91789 -1.08922 -0.1 -0.2 -0.1
H -0.61460 -1.77614 -2.78249 -0.3 -0.1 0.1
H 0.75667 -0.00515 -3.45078 0.0 0.2 0.0
N 2.10808 0.54291 1.79645 0.3 -0.2 -0.2
C 0.93650 1.10069 1.74006 0.0 0.3 0.5
N 0.00545 0.95261 2.66228 -0.2 0.1 -0.7
H 2.41447 0.02055 2.60623 0.0 -0.1 -0.1
H 2.78115 0.70393 1.05639 -0.1 -0.1 0.1
H 0.74631 1.78458 0.92496 0.0 0.1 -0.1
H -0.78060 1.58294 2.61045 -0.2 -0.3 0.0
H -0.11267 0.10176 3.19431 0.3 0.2 0.3

(6)
19
Properties=species:S:1:pos:R:3:forces:R:3 method="wB97M-V/def2-TZVPD" energy_ev=-9923.1005 multiplicity=2 s2=0.751 charge=-2 orbital_gap_ev="2.44 / 6.62" relative_energy_kcal_mol=21.3
C 1.42450 1.09641 0.19537 -0.7 -0.7 -0.8
C 0.01529 0.53535 0.55378 0.9 0.7 1.8
C -1.08382 1.58402 0.53269 0.0 0.6 -0.6
N -0.41498 -0.78028 0.07767 0.5 0.2 -1.5
C -0.78427 -0.78789 -1.51311 1.6 1.0 1.1
O -1.98904 -1.17922 -1.77146 -0.5 -0.3 -0.1
H 1.57909 1.18768 -0.88225 0.2 -0.1 0.0
H 1.55952 2.09147 0.62009 -0.1 0.0 0.2
H 2.17372 0.42461 0.63547 0.1 0.1 -0.3
H 0.27226 0.38609 1.62800 -0.8 -0.2 0.0
H -1.26731 2.02969 -0.45190 0.1 -0.4 -0.1
H -2.02357 1.10770 0.81459 -0.2 0.2 0.2
H -0.84067 2.46294 1.14990 -0.1 -0.3 0.3
H -1.34464 -0.90513 0.46631 0.0 -0.3 0.1
H -0.45375 0.26506 -1.75438 -0.7 0.0 -0.2
H 0.07907 -1.34491 -1.95220 -0.1 -0.6 0.0
H 0.75799 -3.43417 0.35365 0.2 0.4 0.1
H 0.93844 -1.92958 0.57419 -0.3 -0.5 -0.2
O 1.40214 -2.80986 0.72357 -0.1 -0.1 0.0

(7)
20
Properties=species:S:1:pos:R:3:forces:R:3 method="wB97M-V/def2-TZVPD" energy_ev=-14590.8487 charge=0 orbital_gap_ev=8.23 relative_energy_kcal_mol=96.6
C -2.95074 -0.55452 0.36164 -1.3 -0.6 -1.1
C -2.81014 0.77025 -0.02467 -1.7 -0.8 0.7
C -1.86417 -1.41407 0.32399 -0.6 0.4 -0.4
C -1.59405 1.30165 -0.22279 3.4 1.9 0.9
C -0.62660 -0.86158 0.05650 0.4 0.8 0.6
C -0.42954 0.52675 0.00607 -1.6 0.3 -1.3
C 0.59782 -1.58992 -0.13932 3.8 2.8 1.3
C 0.96612 1.01808 0.12035 1.2 0.0 0.4
C 1.97604 -0.08573 0.24255 -3.4 -0.9 -2.0
C 3.38747 0.15393 -0.36627 -2.8 -3.3 -0.6
O 0.95475 -2.65571 -0.43850 -0.4 -1.5 -0.4
O 1.50924 0.57531 1.39354 0.7 0.1 0.0
H -4.02376 -0.84754 0.37969 1.1 -0.5 0.6
H -3.75824 1.29378 -0.05759 0.4 0.6 -0.3
H -1.96574 -2.47499 0.40067 -0.1 -0.5 0.1
H -1.39834 2.38579 -0.32020 -0.5 -0.6 -0.2
H 1.35709 2.03732 -0.16443 -1.1 -1.1 0.2
H 3.22512 0.04229 -1.50246 0.5 0.5 1.7
H 3.93058 -0.77548 -0.02184 0.5 1.8 -0.2
H 3.51710 1.15441 -0.02695 1.5 0.6 0.1